(1)
13
Properties=species:S:1:pos:R:3 method="wB97M-V/def2-TZVPD" multiplicity=1 de_lowest_kj_mol=126.0 max_force_ev_per_a=0.91 total_charge=0 homo_energy_ev=-9.07 orbital_gap_ev=9.683 e_lumo_ev=0.62 smiles="C#CC.C=CI"
C 0.70434 -0.72971 -1.02696
C -0.44531 -1.03883 -1.15991
C -1.85662 -1.33758 -1.24566
H 1.73572 -0.54535 -0.98649
H -2.21158 -1.72248 -0.28992
H -2.03023 -2.08312 -2.02071
H -2.42509 -0.43950 -1.48970
C 1.78624 1.62876 1.47809
C 0.62121 1.19053 1.05428
I -0.64847 0.04272 2.28306
H 2.15597 1.40253 2.46282
H 2.41969 2.23178 0.84922
H 0.19414 1.40025 0.09187

=====

(2)
13
Properties=species:S:1:pos:R:3 method="wB97M-V/def2-TZVPD" multiplicity=1 de_lowest_kj_mol=321.7 max_force_ev_per_a=2.99 total_charge=0 homo_energy_ev="-7.78 / -8.30" orbital_gap_ev="8.047 / 8.623" e_lumo_ev="0.27 / 0.33"
C -0.17725 -1.34823 0.45414
C 0.40213 -0.23374 0.19372
C -0.44296 0.70172 -0.66948
C -1.60467 -0.13303 -0.97482
C 1.69773 0.24056 0.77339
I -3.45847 0.18688 -0.01493
H -0.00453 -2.20864 1.07403
H -0.64767 1.46024 -0.01122
H -0.04889 1.10359 -1.53021
H -1.57469 -0.74486 -1.83505
H 2.39816 -0.06785 -0.01624
H 1.88070 -0.25105 1.67642
H 1.58042 1.29440 0.88026

=====

(3)
15
Properties=species:S:1:pos:R:3 method="wB97M-V/def2-TZVPD" multiplicity=1 de_lowest_kj_mol=0.0 max_force_ev_per_a=4.94 total_charge=0 homo_energy_ev=-8.54 orbital_gap_ev=8.575 e_lumo_ev=0.04
C -0.54266 0.78926 0.62566
C 0.41631 1.52309 1.16534
C -0.04433 -0.70955 0.22043
C 1.75674 0.80162 1.17986
C 0.00510 -0.80468 -1.35971
N 1.18962 -0.80633 0.99942
I 3.11024 1.30284 -0.43780
I 2.61143 -2.04622 0.35676
H -1.45250 1.18719 0.48927
H 0.34150 2.59523 1.34262
H -0.77595 -1.48642 0.69815
H 2.23161 0.83111 2.13706
H -0.31713 0.13650 -1.79404
H -0.43630 -1.69092 -1.78657
H 1.03737 -0.93668 -1.60459

=====

(4)
14
Properties=species:S:1:pos:R:3 method="wB97M-V/def2-TZVPD" multiplicity=1 de_lowest_kj_mol=462.6 max_force_ev_per_a=4.18 total_charge=+1 homo_energy_ev=-12.92 orbital_gap_ev=7.058 e_lumo_ev=-5.86
C -0.64362 0.57743 -0.93144
C -1.30386 -1.50647 0.18414
C 0.86730 -0.38191 0.76929
C 0.18345 1.77456 -1.25572
C 0.85741 -1.16133 1.82615
N -0.28861 -0.38919 -0.06139
I -2.65014 -0.27155 -1.19062
H 1.47135 0.47099 0.46307
H -0.27395 2.30950 -2.17378
H 1.19819 1.36968 -1.31653
H 0.09824 2.60570 -0.43912
H -0.08391 -1.81486 1.75218
H -0.97495 -2.48320 -0.25093
H 1.54310 -1.09934 2.62471